{"formula": "C5H4BrF3", "method": "ωB97M-V/def2-TZVPD", "e_above_lowest_kj_mol": 0.00, "gap_ev": 10.18, "homo_ev": -9.74, "species": ["Br", "F", "F", "F", "C", "C", "C", "C", "C", "H", "H", "H", "H"], "xyz": [[-2.09478, -2.00243, 0.01733], [1.97885, 0.90158, 0.32624], [0.68472, 2.42673, -0.56041], [1.12827, 0.50167, -1.55924], [-1.39150, 1.26696, 0.55709], [-0.35902, -1.23222, 0.20938], [0.81701, 1.09602, -0.40959], [-0.38232, 0.50787, 0.19408], [0.73128, -1.97957, 0.02091], [0.79698, -3.02286, 0.03397], [-2.26287, 0.85226, 1.00749], [-1.30600, 2.23780, 0.34274], [1.65938, -1.55381, -0.18001]], "lowdin_charge": [0.710, 0.096, 0.136, 0.148, 0.099, -0.607, -0.604, -0.141, -0.033, 0.049, 0.065, 0.039, 0.043]}


{"formula": "C5H4BrN3O", "method": "ωB97M-V/def2-TZVPD", "e_above_lowest_kj_mol": 112.93, "gap_ev": 9.51, "homo_ev": -9.27, "species": ["Br", "O", "N", "N", "N", "C", "C", "C", "C", "C", "H", "H", "H", "H"], "xyz": [[3.92707, -0.80674, 2.10037], [-1.11402, -2.74013, 0.79947], [1.50141, -0.40914, 0.72387], [0.27087, -0.88580, 0.35968], [1.61621, -4.81778, 2.72485], [1.65044, -3.69854, 2.40872], [-0.65055, 0.17645, -0.07186], [1.56510, -2.52633, 1.70957], [-0.16144, -2.08050, 0.87682], [2.23272, -1.40449, 1.47002], [-0.42896, 0.36565, -1.07970], [-1.76841, -0.06910, 0.11302], [2.15123, -0.00148, 0.08488], [-0.28323, 1.13173, 0.25855]], "lowdin_charge": [0.762, 0.158, -0.023, -0.127, 0.162, -0.240, -0.003, -0.112, -0.281, -0.691, 0.060, 0.139, 0.118, 0.079]}


{"formula": "C5H4Cl2O2", "method": "ωB97M-V/def2-TZVPD", "e_above_lowest_kj_mol": 807.50, "gap_ev": 9.85, "homo_ev": -9.49, "species": ["Cl", "Cl", "O", "O", "C", "C", "C", "C", "C", "H", "H", "H", "H"], "xyz": [[0.51314, 3.51042, -0.20841], [4.35203, 0.74549, -0.61595], [0.26262, -0.34338, -1.38016], [2.78078, 0.94220, 1.58310], [0.34868, 1.90361, -0.54524], [-0.42946, -1.02591, -0.37654], [3.47172, 0.00018, 0.55828], [2.55716, -0.72698, 1.10856], [0.25596, 0.91209, -1.16486], [2.14801, 1.52578, 1.08070], [-1.16142, -0.36961, 0.25633], [0.17595, -1.32899, 0.48656], [-0.78057, -1.90486, -0.90687]], "lowdin_charge": [0.693, 0.772, -0.051, -0.116, -0.602, -0.088, -0.821, 0.110, -0.251, 0.067, 0.138, 0.053, 0.095]}


{"formula": "C5H4Cl3NO", "method": "ωB97M-V/def2-TZVPD", "e_above_lowest_kj_mol": 28.82, "gap_ev": 11.14, "homo_ev": -10.75, "species": ["Cl", "Cl", "Cl", "O", "N", "C", "C", "C", "C", "C", "H", "H", "H", "H"], "xyz": [[0.39462, -2.22655, -0.72767], [-2.43416, -0.13046, -0.79365], [3.25782, 0.92495, 0.44261], [-2.83156, 1.10102, 1.42208], [0.21084, 0.04532, 2.31470], [-3.00115, 0.10387, 0.79295], [0.45405, -0.23845, 1.23136], [2.17513, -0.02630, -0.61853], [0.87684, 0.58095, -1.10432], [0.84450, -0.58587, -0.10943], [0.50023, 1.52466, -0.63570], [0.42131, 0.39462, -2.15321], [2.79062, -0.66346, -1.29377], [-3.65910, -0.80428, 1.23257]], "lowdin_charge": [0.630, 0.697, 0.617, -0.010, 0.205, -0.761, -0.276, -0.640, -0.158, -0.816, 0.127, 0.136, 0.111, 0.138]}


{"formula": "C5H4ClN", "method": "ωB97M-V/def2-TZVPD", "e_above_lowest_kj_mol": 43.63, "gap_ev": 9.37, "homo_ev": -9.68, "species": ["Cl", "N", "C", "C", "C", "C", "C", "H", "H", "H", "H"], "xyz": [[-2.37290, -0.23108, -0.14439], [2.75744, 0.23839, -0.08304], [1.61949, -0.01511, -0.24349], [-0.81748, 0.48044, -0.01701], [0.24142, -0.46838, -0.09586], [-0.58838, 1.80855, 0.07710], [0.05676, -1.79437, 0.04046], [-1.39465, 2.60462, 0.09623], [0.43991, 2.09699, -0.06863], [-0.91166, -2.26524, 0.26643], [0.97006, -2.45483, 0.17219]], "lowdin_charge": [0.724, 0.166, -0.182, -0.741, -0.378, 0.037, 0.064, 0.096, 0.057, 0.052, 0.107]}


{"formula": "C5H4ClN2O", "method": "ωB97M-V/def2-TZVPD", "e_above_lowest_kj_mol": 419.63, "gap_ev": [6.59, 6.65], "charge": -1, "homo_ev": [-2.84, -2.91], "species": ["Cl", "O", "N", "N", "C", "C", "C", "C", "C", "H", "H", "H", "H"], "xyz": [[3.66827, 1.58181, -0.44620], [0.52809, 2.07122, -1.06180], [3.24525, 0.04189, -0.14093], [0.11236, 0.99716, -0.51915], [-0.96824, -1.34916, 0.52236], [0.39041, -1.22245, 0.25379], [-1.20057, 0.91607, -0.18417], [-1.76464, -0.23071, 0.32154], [0.91250, -0.06181, -0.26506], [-2.82139, -0.23714, 0.55503], [-1.77125, 1.81906, -0.36010], [1.06051, -2.05216, 0.43184], [-1.39130, -2.27379, 0.89286]], "lowdin_charge": [0.289, -0.172, -0.629, -0.291, -0.136, -0.132, -0.074, -0.120, -0.094, 0.086, 0.113, 0.080, 0.080]}


{"formula": "C5H4ClNO3", "method": "ωB97M-V/def2-TZVPD", "e_above_lowest_kj_mol": 227.05, "gap_ev": 9.71, "homo_ev": -9.49, "species": ["Cl", "O", "O", "O", "N", "C", "C", "C", "C", "C", "H", "H", "H", "H"], "xyz": [[1.67336, -1.93272, 0.63650], [-0.86852, -2.55823, 2.14422], [-1.06468, 0.26367, -1.16386], [-0.00041, -0.61036, 2.40286], [-0.37571, -1.53459, 1.78760], [0.78034, 0.92926, -0.23034], [-0.84792, 1.60382, -1.45968], [0.33859, 2.00271, -1.01990], [-0.02994, -1.45080, 0.26946], [-0.02463, -0.16229, -0.42027], [0.71720, 2.97820, -0.86654], [1.72013, 0.80045, 0.19197], [-0.41284, -2.38523, -0.21591], [-1.60497, 2.05611, -2.05613]], "lowdin_charge": [0.723, 0.088, 0.046, 0.086, -0.520, -0.038, -0.069, -0.040, -0.411, -0.316, 0.109, 0.084, 0.135, 0.122]}


{"formula": "C5H4F2N3O2", "method": "ωB97M-V/def2-TZVPD", "e_above_lowest_kj_mol": 264.18, "gap_ev": 6.25, "charge": -1, "homo_ev": -3.98, "species": ["F", "F", "O", "O", "N", "N", "N", "C", "C", "C", "C", "C", "H", "H", "H", "H"], "xyz": [[-3.22747, 2.76587, -1.24118], [0.75897, 2.26266, -1.82308], [-0.52582, -1.64933, -3.22033], [0.44984, 0.10004, -3.98815], [-1.99797, -1.06418, -0.23859], [-0.10543, -0.52157, -3.11061], [3.29810, 0.32901, -1.62590], [0.79009, 0.97996, -1.23107], [-1.16239, -0.62633, -0.90914], [0.60513, 1.18787, 0.26601], [-0.40813, 0.21627, -1.84390], [2.15701, 0.46628, -1.50187], [-1.16697, 1.06674, -2.19663], [1.39697, 1.85312, 0.62945], [-0.38474, 1.62333, 0.45697], [0.69066, 0.21252, 0.75736]], "lowdin_charge": [-0.912, 0.025, 0.096, 0.102, 0.209, -0.375, 0.182, -0.444, -0.171, -0.003, -0.122, -0.123, 0.224, 0.102, 0.113, 0.097]}


{"formula": "C5H4F3NS", "method": "ωB97M-V/def2-TZVPD", "e_above_lowest_kj_mol": 400.72, "gap_ev": [6.07, 6.07], "homo_ev": [-8.04, -8.04], "species": ["S", "F", "F", "F", "N", "C", "C", "C", "C", "C", "H", "H", "H", "H"], "xyz": [[-0.16208, 2.11158, -0.44175], [-0.27200, -2.11612, -2.80468], [0.13928, -0.24620, -3.87008], [1.72019, -1.21679, -2.69746], [-0.36882, -1.40271, 1.28885], [-0.20521, 0.99327, 1.87860], [-0.10869, 2.20940, 1.28487], [-0.39977, 0.43090, -0.32122], [0.41343, -0.96808, -2.78987], [-0.27284, -0.08550, 0.93465], [-0.15660, -1.63491, 2.24384], [-0.18700, 0.83725, 2.94358], [-0.09569, -2.08424, 0.59906], [-0.04420, 3.17216, 1.75160]], "lowdin_charge": [0.921, 0.112, 0.131, 0.120, 0.101, -0.145, -0.419, -0.295, -0.397, -0.481, 0.092, 0.106, 0.092, 0.061]}


{"formula": "C5H4FIO2", "method": "ωB97M-V/def2-TZVPD", "gap_ev": [8.38, 8.37], "homo_ev": [-8.76, -8.75], "species": ["I", "F", "O", "O", "C", "C", "C", "C", "C", "H", "H", "H", "H"], "xyz": [[4.26932, -0.12944, 0.08931], [1.17515, -2.32836, -0.79609], [0.64300, 2.38222, -0.01088], [2.16252, 1.40074, -1.22023], [1.15143, -1.01918, -0.75909], [-0.41452, -0.34734, 1.03885], [0.59857, -0.08906, -0.04585], [2.96721, 0.34817, -1.49846], [1.02560, 1.34242, -0.34709], [-0.21731, -1.29570, 1.59581], [-1.38304, -0.33011, 0.66006], [-0.12169, 0.45311, 1.64033], [3.36931, 0.18661, -2.53455]], "lowdin_charge": [0.841, 0.098, 0.199, -0.147, -0.091, -0.003, -0.222, -0.579, -0.413, 0.110, 0.068, 0.062, 0.078]}


{"formula": "C5H4HgO7", "method": "ωB97M-V/def2-TZVPD", "e_above_lowest_kj_mol": 293.82, "gap_ev": [5.88, 5.34], "charge": -1, "spin_multiplicity": 2, "s_squared": 0.7539, "homo_ev": [-3.13, -3.09], "species": ["Hg", "O", "O", "O", "O", "O", "O", "O", "C", "C", "C", "C", "C", "H", "H", "H", "H"], "xyz": [[-2.60289, 1.54795, 0.47972], [-2.94543, -2.15131, -1.10636], [-5.34587, -1.46513, 0.92255], [-3.83604, 0.05739, 1.66126], [-2.56791, 0.04177, -1.19669], [-5.19169, 0.57723, -0.01055], [-0.74931, 0.45215, 1.39949], [0.20671, -1.52286, 0.75752], [-4.44143, -0.45007, 0.67509], [-0.54196, -0.60478, 0.86073], [-6.46510, 0.07356, -0.38913], [-6.36972, -1.42059, -0.06245], [-2.82647, -1.03175, -0.56849], [-7.23886, 0.57764, 0.20815], [-6.05955, -2.01772, -0.93289], [-6.64930, 0.25620, -1.45571], [-7.28773, -1.83052, 0.37317]], "lowdin_charge": [0.920, -0.055, -0.008, -0.188, -0.225, -0.117, -0.024, 0.163, -0.648, -0.391, -0.164, -0.152, -0.582, 0.115, 0.122, 0.116, 0.118]}


{"formula": "C5H4INO", "method": "ωB97M-V/def2-TZVPD", "e_above_lowest_kj_mol": 59.35, "gap_ev": 9.19, "homo_ev": -10.00, "species": ["I", "O", "N", "C", "C", "C", "C", "C", "H", "H", "H", "H"], "xyz": [[2.75785, 1.06963, 0.22311], [0.60010, -0.27068, -2.22687], [1.02662, -2.38751, 1.21170], [1.15932, -1.31953, 0.80239], [-1.12797, 0.29655, -0.58301], [0.84494, -0.04115, 0.28827], [-0.48131, 0.60957, 0.73387], [0.16886, -0.06451, -1.14249], [-0.57488, 1.60918, 0.92742], [-1.70201, 1.16432, -0.99630], [-1.65698, -0.68893, -0.73444], [-1.01453, 0.02304, 1.49636]], "lowdin_charge": [0.860, 0.139, 0.191, -0.315, -0.098, -0.701, -0.147, -0.461, 0.086, 0.148, 0.165, 0.133]}


{"formula": "C5H4IrNO5", "method": "ωB97M-V/def2-TZVPD", "e_above_lowest_kj_mol": 142.88, "gap_ev": [5.92, 1.68], "charge": 3, "spin_multiplicity": 6, "s_squared": 8.7838, "homo_ev": [-18.82, -21.74], "species": ["Ir", "O", "O", "O", "O", "O", "N", "C", "C", "C", "C", "C", "H", "H", "H", "H"], "xyz": [[-0.01311, 0.42581, -0.15595], [0.38704, 0.68607, 5.92594], [1.11566, -1.03848, -4.65826], [0.81098, 2.75631, -1.96533], [-1.50471, 2.08602, 1.93885], [-2.70013, -0.28323, -1.52282], [0.47154, -1.74510, 0.07573], [-0.96663, 1.45935, 1.12557], [-1.63784, -0.11593, -1.07355], [0.50781, 1.84135, -1.31550], [0.12707, -0.57316, -4.30434], [0.51163, 0.32501, 4.84535], [1.21870, 0.49136, 0.71639], [-0.32497, -2.34125, -0.16762], [0.73010, -1.95546, 1.04445], [1.26686, -2.01868, -0.50892]], "lowdin_charge": [1.375, 0.376, 0.104, 0.313, 0.264, 0.246, 0.022, -0.214, -0.234, -0.167, 0.106, 0.499, -0.014, 0.106, 0.100, 0.117]}


{"formula": "C5H4LiNaO7", "method": "ωB97M-V/def2-TZVPD", "e_above_lowest_kj_mol": 0.00, "gap_ev": 7.54, "homo_ev": -7.77, "species": ["Na", "O", "O", "O", "O", "O", "O", "O", "C", "C", "C", "C", "C", "Li", "H", "H", "H", "H"], "xyz": [[-1.55053, 1.68641, 2.41819], [0.77417, -0.64697, 0.59697], [-1.39004, 1.89256, -1.88514], [0.66399, 3.33589, -0.89945], [-0.87828, -0.73684, 2.09316], [-0.66066, -2.31044, 0.51816], [-2.26040, 1.77282, 0.18757], [-0.11434, 3.07301, 1.18670], [1.48031, -1.65962, -0.13045], [-0.38435, -1.12615, 1.04847], [-0.18009, 2.99168, -0.05010], [0.47041, -2.81116, -0.20855], [-1.34748, 1.99123, -0.63590], [0.27309, 2.46827, -2.58469], [0.81843, -3.72696, 0.28164], [2.39772, -1.91420, 0.40879], [1.73827, -1.24979, -1.11278], [0.14980, -3.02977, -1.23259]], "lowdin_charge": [0.672, 0.072, -0.120, -0.109, 0.115, 0.081, -0.048, -0.045, -0.085, -0.544, -0.613, -0.084, -0.608, 0.782, 0.134, 0.134, 0.131, 0.133]}


{"formula": "C5H4N2", "method": "ωB97M-V/def2-TZVPD", "e_above_lowest_kj_mol": 273.26, "gap_ev": 9.78, "homo_ev": -9.80, "species": ["N", "N", "C", "C", "C", "C", "C", "H", "H", "H", "H"], "xyz": [[-2.11260, 2.84009, 0.75619], [-0.70166, -1.25840, -0.57475], [-0.80884, 1.21997, -0.78338], [-1.51682, 2.06847, 0.15016], [-0.81769, -0.07650, -0.77501], [1.50016, -1.05582, 0.48809], [0.34197, -1.70120, 0.24310], [0.17072, -2.54585, 0.72118], [1.76922, -0.04004, 0.07178], [-0.10814, 1.83311, -1.41648], [2.28367, -1.28382, 1.11912]], "lowdin_charge": [0.135, 0.124, -0.093, -0.241, -0.107, 0.062, -0.174, 0.050, 0.082, 0.135, 0.026]}


{"formula": "C5H4N2", "method": "ωB97M-V/def2-TZVPD", "e_above_lowest_kj_mol": 448.44, "gap_ev": [8.54, 8.54], "homo_ev": [-8.71, -8.71], "species": ["N", "N", "C", "C", "C", "C", "C", "H", "H", "H", "H"], "xyz": [[0.26118, 0.76168, 0.69138], [-0.87010, 1.23272, 0.04987], [3.01583, -1.13628, 0.52691], [0.54363, -0.51979, 0.38424], [-1.35840, 0.11602, -0.62932], [-0.59716, -0.97193, -0.39105], [1.76357, -1.06875, 0.66411], [-0.58063, 1.96921, -0.59136], [0.80306, 1.35730, 1.29729], [-2.23494, 0.23898, -1.25175], [-0.74604, -1.97915, -0.75034]], "lowdin_charge": [0.062, 0.015, -0.021, -0.309, -0.075, 0.010, -0.252, 0.155, 0.174, 0.124, 0.117]}


{"formula": "C5H4N2", "method": "ωB97M-V/def2-TZVPD", "e_above_lowest_kj_mol": 461.02, "gap_ev": 9.46, "homo_ev": -9.35, "species": ["N", "N", "C", "C", "C", "C", "C", "H", "H", "H", "H"], "xyz": [[0.31440, 2.49196, 0.00276], [1.41784, 1.95001, -0.18711], [-0.72994, -0.70644, 0.67648], [1.48368, 0.64644, 0.40495], [-1.10058, -1.68391, -0.29445], [0.39913, -0.05660, 0.58597], [-1.43923, -2.52806, -1.08179], [-1.38634, -0.53016, 1.52658], [-1.78730, -3.24636, -1.78633], [0.35552, 3.39406, -0.48819], [2.47281, 0.26907, 0.64114]], "lowdin_charge": [0.059, -0.066, -0.114, -0.141, -0.144, -0.019, 0.120, 0.118, 0.027, 0.059, 0.101]}


{"formula": "C5H4N2", "method": "ωB97M-V/def2-TZVPD", "e_above_lowest_kj_mol": 484.52, "gap_ev": [7.44, 7.44], "homo_ev": [-9.12, -9.12], "species": ["N", "N", "C", "C", "C", "C", "C", "H", "H", "H", "H"], "xyz": [[0.09680, 0.82289, -1.33515], [-0.21322, 0.14912, 1.95674], [1.34899, -0.03029, 0.60815], [-0.92226, -0.97104, -0.06556], [-0.89795, -0.13426, -1.12289], [0.07641, -0.58286, 0.91699], [1.17053, 0.77773, -0.60810], [0.66054, 0.47319, 2.39302], [-1.64815, -1.76622, 0.06236], [1.99611, 1.41510, -0.91804], [-1.66780, -0.15336, -1.88752]], "lowdin_charge": [0.077, 0.204, 0.070, 0.000, -0.128, -0.424, -0.165, 0.055, 0.112, 0.091, 0.107]}


{"formula": "C5H4N2O", "method": "ωB97M-V/def2-TZVPD", "e_above_lowest_kj_mol": 325.19, "gap_ev": 9.53, "homo_ev": -9.00, "species": ["O", "N", "N", "C", "C", "C", "C", "C", "H", "H", "H", "H"], "xyz": [[-0.24286, 2.10305, 0.04754], [1.74221, 0.90532, -0.08672], [2.15625, -0.36506, -0.23642], [1.02463, -1.18661, 0.02209], [-2.72359, -0.40477, -0.23475], [-1.48625, -0.39543, 0.08152], [-0.07237, -0.36869, 0.30802], [0.49070, 0.99410, 0.05336], [-3.88159, -0.27636, -0.14280], [1.16802, -2.32631, 0.20879], [3.09776, -0.56897, 0.12853], [-1.27290, 1.88974, -0.14915]], "lowdin_charge": [0.050, 0.057, -0.010, -0.030, 0.097, -0.123, -0.167, -0.424, 0.074, 0.146, 0.155, 0.175]}